# 1
A cluster of 12 separate species, C30H84O19 in total. Source: the Open Molecules 2025 dataset; level of theory: ωB97M-V/def2-TZVPD.

ORCA input file:
```
! RIJCOSX wB97M-V def2-TZVPD def2/J DEFGRID3
* xyz 0 1
O 2.157 -1.625 -12.522
H -9.163 8.541 -0.508
H 3.420 1.055 -0.253
C -4.031 -8.945 -4.883
H -1.576 9.049 6.052
H 2.957 -2.748 -2.557
H -2.752 0.812 7.286
H -8.501 9.807 -1.551
O 0.961 -1.809 10.943
C 2.368 1.204 -0.496
O 0.396 -4.148 12.471
H -4.202 -9.491 -3.956
O 0.349 9.831 5.882
C -0.360 -5.048 13.294
H -1.183 -7.176 -7.761
H -3.220 6.586 1.274
C -5.338 3.977 7.750
H -3.852 1.615 8.381
C -6.869 8.609 0.934
H 10.513 -6.650 -3.134
H -1.128 -3.455 11.169
O 2.565 -0.950 -1.570
H 0.875 -0.003 -12.065
O 2.401 -0.554 -9.762
C 1.040 -1.048 -11.804
H 1.766 -3.694 10.406
C -2.549 -8.719 -5.214
H 9.671 -6.995 -4.656
H -8.900 10.145 0.093
H -2.894 7.967 0.275
H 1.329 0.578 -2.185
O 5.943 3.673 5.053
H -3.263 6.393 -0.450
H 2.179 -0.791 9.478
H -6.621 -9.307 -5.137
H 1.003 9.744 5.184
C 8.687 -5.529 -3.434
C -5.377 8.296 1.195
C 2.335 0.404 -1.801
H -0.543 -7.475 -6.105
O 4.771 5.914 1.318
H 1.192 -1.936 -14.252
H -1.425 -5.062 13.061
H -3.204 -0.162 -3.299
H 1.985 -0.045 11.047
O -4.441 1.257 -4.205
C -0.759 9.196 5.344
H 0.615 -3.114 9.288
H 10.940 -5.886 -6.569
H 3.468 1.244 -9.795
H -2.286 2.403 7.910
H 1.753 1.398 -9.769
H -4.700 9.131 1.012
H -4.407 5.459 10.031
H 7.789 -3.034 -2.233
C 0.859 -3.092 10.350
C 1.209 -1.190 -10.273
H 2.239 2.250 -0.776
H -0.189 -4.865 10.653
H -2.203 -9.696 -5.553
C -6.047 -9.387 -6.060
C 2.109 -1.431 -13.948
H -1.172 9.833 4.562
H -4.995 -0.451 -3.175
C -8.466 9.378 -0.549
H 1.592 -1.831 -3.192
H 5.337 4.119 5.645
O -4.687 -9.563 -5.977
H 3.094 0.711 -2.521
H -5.262 8.061 2.253
C -4.181 3.760 6.718
H -3.377 4.470 6.911
H 8.273 -3.646 -0.733
H 3.005 -1.870 -14.387
H -6.163 3.309 7.504
H -1.820 -8.485 -4.439
H -0.861 -8.865 -6.960
H -5.810 4.953 7.640
H -0.202 -4.739 14.327
C 7.945 -3.982 -1.717
C -3.526 7.082 0.352
H -3.695 4.027 10.667
C -4.024 4.483 9.733
H -6.440 -10.167 -6.713
H 0.123 -1.603 -11.999
H -4.384 4.242 5.762
C -1.206 -7.834 -6.891
H -6.151 -8.465 -6.631
O -3.360 1.552 1.604
O 8.959 -4.766 -2.314
C 2.590 -1.743 -2.763
H 0.907 1.004 2.464
H -4.393 -7.927 -4.741
O 1.494 0.766 0.538
C -4.177 -0.060 -3.780
C 2.555 0.763 -10.147
H -4.141 -0.644 -4.699
O -3.807 2.395 6.514
H 2.549 1.496 2.275
H -7.315 9.166 1.758
H 2.058 -0.345 -14.025
H 2.750 0.785 -11.219
C -0.132 -3.896 11.150
C 2.055 -1.007 10.539
C 1.581 1.510 1.773
H -3.130 4.561 9.114
H 0.008 -6.070 13.208
H 5.090 5.381 2.046
C 9.954 -6.207 -3.958
H -4.757 1.725 -3.429
H 7.000 -4.509 -1.585
H 1.323 2.541 1.528
O -2.520 -7.858 -6.374
H -2.440 1.285 1.590
H 5.344 5.688 0.585
H 9.569 -4.939 -6.323
H -3.560 1.676 2.531
H 8.096 -5.025 -4.198
H 3.275 -1.390 -3.535
H 1.252 -2.237 -9.973
O 10.804 -5.327 -4.631
H -7.435 7.680 0.873
H -0.408 8.322 4.797
H 11.170 -4.162 -6.216
C -3.127 1.790 7.587
H 3.051 -1.333 10.839
H 6.307 2.959 5.575
O -4.927 3.658 9.123
O -7.090 9.241 -0.279
H 0.338 -0.704 -9.833
C 10.591 -5.050 -5.963
H 8.141 -6.415 -3.111
O -4.899 7.264 0.295
*
```

The structure (SMILES) is COCCOC.COCCOC.COCCOC.COCCOC.COCCOC.COCCOC.COCCOC.CO.CO.O.O.O. The calculation puts the gap between HOMO and LUMO at 0.35293 Ha.

---

# 2
A cluster of 2 separate species, C4H12 in total. Source: the Open Molecules 2025 dataset; level of theory: ωB97M-V/def2-TZVPD.

ORCA input file:
```
! RIJCOSX wB97M-V def2-TZVPD def2/J DEFGRID3
* xyz 0 1
H -2.921 -2.263 1.461
H 2.624 0.181 -0.919
H -0.403 -1.759 1.122
C -1.047 -1.002 1.572
H -1.117 -0.340 0.694
H 1.424 -0.193 -2.312
H 0.808 2.120 -2.529
H 2.086 2.605 -1.363
C 1.414 1.810 -1.681
H -2.626 -1.371 3.045
H -3.094 -0.592 1.753
H 3.032 0.553 -2.471
C -2.419 -1.455 1.976
H 0.686 1.654 -0.874
H -0.577 -0.437 2.369
C 2.131 0.489 -1.843
*
```

The calculation puts the relative energy (zero: lowest compared OMol25 entry of this formula, charge and spin) at 67.3 kJ/mol. The structure (SMILES) is CC.CC. The calculation puts the gap between HOMO and LUMO at 0.44264 Ha.

---

Look up the gap between HOMO and LUMO of the first one. 0.35293 Ha

---

Look up the gap between HOMO and LUMO of the first one. 0.35293 Ha

---

Number 1 is which compound? C30H84O19